Computed, not measured: a molecular structure, C30H45NO2P2Sn in a non-equilibrium geometry, with ωB97M-V with the def2-TZVPD basis set.

## Properties
Molar mass ... 632.4 g/mol
Calculated total energy ... -2271.51070 hartree
Energy above the lowest of the compared OMol25 structures with the same formula, charge and spin ... 584.57 kJ/mol
Total charge ... +2
Highest occupied orbital energy (spin up / spin down) ... -11.9 / -11.9 eV

Cartesian coordinates (Å):
1 P 4.007 0.878 0.209
2 P -2.027 0.699 -1.388
3 C 0.790 1.800 -1.410
4 C -0.696 2.032 -1.416
5 H 0.995 1.800 -2.484
6 H 1.323 2.694 -1.062
7 H -0.885 2.908 -0.763
8 H -0.855 2.436 -2.437
9 C -1.789 -0.230 -2.958
10 H -2.684 -0.890 -3.077
11 H -0.824 -0.810 -2.969
12 H -1.726 0.484 -3.807
13 C -3.294 1.849 -0.871
14 H -3.808 2.147 -1.798
15 H -2.736 2.699 -0.432
16 H -3.900 1.343 -0.096
17 C 4.758 -0.739 0.812
18 H 3.979 -1.388 1.296
19 H 5.600 -0.586 1.520
20 H 5.212 -1.321 -0.030
21 C 3.971 2.140 1.524
22 H 4.415 3.076 1.158
23 H 4.528 1.906 2.450
24 H 2.945 2.389 1.899
25 Sn 2.196 0.033 -2.426
26 C 2.508 2.658 -3.634
27 C 2.153 1.589 -4.448
28 C 3.130 0.655 -5.111
29 C 4.444 0.566 -4.236
30 C 4.227 0.284 -2.745
31 C 4.595 1.295 -1.578
32 C 4.362 2.813 -1.893
33 C 3.832 3.290 -3.274
34 C 1.542 0.416 0.004
35 H 1.665 3.337 -3.401
36 H 1.134 1.613 -4.890
37 H 3.425 0.930 -6.148
38 H 2.590 -0.305 -5.283
39 H 5.028 -0.306 -4.590
40 H 5.014 1.497 -4.398
41 H 4.547 -0.736 -2.468
42 H 5.693 1.198 -1.430
43 H 5.332 3.317 -1.752
44 H 3.687 3.306 -1.166
45 H 3.604 4.375 -3.194
46 H 4.610 3.330 -4.061
47 H 0.513 0.051 -0.123
48 H 1.602 1.175 0.829
49 H 2.038 -0.581 0.276
50 C -4.650 0.539 5.151
51 C -3.536 -0.474 4.997
52 C -2.719 -0.737 6.097
53 C -1.651 -1.621 5.994
54 C -1.370 -2.200 4.772
55 C -2.199 -1.960 3.676
56 N -1.802 -2.457 2.431
57 C -2.577 -3.178 1.510
58 C -3.581 -4.064 1.961
59 C -4.500 -4.610 1.065
60 C -4.318 -4.356 -0.304
61 C -3.305 -3.503 -0.766
62 C -2.446 -2.865 0.134
63 C -1.468 -1.821 -0.188
64 O -0.273 -2.068 -0.245
65 O -1.904 -0.447 -0.294
66 C -3.333 -1.136 3.783
67 C -4.242 -0.931 2.623
68 H -4.583 1.356 4.406
69 H -5.661 0.101 5.043
70 H -4.625 1.030 6.139
71 H -2.940 -0.236 7.037
72 H -1.055 -1.867 6.855
73 H -0.531 -2.870 4.610
74 H -0.802 -2.540 2.271
75 H -3.688 -4.234 3.042
76 H -5.297 -5.290 1.406
77 H -5.046 -4.753 -1.020
78 H -3.164 -3.286 -1.822
79 H -3.699 -0.826 1.679
80 H -4.939 -1.770 2.499
81 H -4.866 -0.043 2.732

For reference, the Löwdin charges in units of e are:
1 P 0.954
2 P 0.920
3 C -0.304
4 C -0.268
5 H -0.054
6 H 0.092
7 H 0.106
8 H 0.113
9 C -0.125
10 H 0.078
11 H 0.047
12 H 0.073
13 C -0.115
14 H 0.089
15 H 0.068
16 H 0.083
17 C -0.210
18 H 0.056
19 H 0.056
20 H 0.056
21 C -0.238
22 H 0.049
23 H 0.064
24 H 0.054
25 Sn 1.307
26 C -0.119
27 C -0.248
28 C -0.213
29 C -0.191
30 C -0.449
31 C -0.450
32 C -0.189
33 C -0.164
34 C -0.254
35 H 0.124
36 H 0.129
37 H 0.142
38 H 0.106
39 H 0.129
40 H 0.109
41 H 0.082
42 H 0.102
43 H 0.126
44 H 0.094
45 H 0.133
46 H 0.125
47 H -0.030
48 H 0.042
49 H 0.021
50 C -0.053
51 C -0.224
52 C -0.041
53 C -0.068
54 C -0.029
55 C -0.224
56 N 0.072
57 C -0.201
58 C 0.001
59 C -0.042
60 C -0.062
61 C -0.019
62 C -0.117
63 C -0.334
64 O 0.132
65 O -0.162
66 C -0.166
67 C -0.026
68 H 0.082
69 H 0.095
70 H 0.083
71 H 0.115
72 H 0.107
73 H 0.113
74 H 0.144
75 H 0.138
76 H 0.126
77 H 0.115
78 H 0.110
79 H 0.061
80 H 0.097
81 H 0.070


Computed, not measured: 2 unconnected molecules or ions with the total composition C2HF5O2P in a non-equilibrium geometry, with ωB97M-V with the def2-TZVPD basis set.

## Properties
Molar mass ... 183.0 g/mol
Calculated total energy ... -1068.04569 hartree
Energy above the lowest of the compared OMol25 structures with the same formula, charge and spin ... 178.04 kJ/mol
Total charge ... -1
Highest occupied orbital energy (spin up / spin down) ... -3.6 / -3.6 eV

Cartesian coordinates (Å):
1 C -2.110 -0.107 0.050
2 C 1.764 -0.734 0.255
3 O 2.929 1.743 0.450
4 O 0.649 1.566 -0.638
5 F -2.942 0.877 0.438
6 F -1.995 -0.933 1.091
7 F -2.778 -0.767 -0.931
8 F 0.896 -1.548 -0.317
9 F 2.895 -1.476 0.372
10 P 1.899 0.931 -0.221
11 H -1.207 0.448 -0.549

For reference, the Löwdin charges in units of e are:
1 C -0.479
2 C -0.519
3 O -0.395
4 O -0.400
5 F 0.066
6 F 0.111
7 F 0.050
8 F -0.011
9 F -0.047
10 P 0.445
11 H 0.178


Computed, not measured: C18H24N2O2 in the gas phase, with ωB97M-V with the def2-TZVPD basis set.

## Properties
Molar mass ... 300.4 g/mol
SMILES ... COc1ccc2[nH]cc(CCNC(=O)C3CCCCC3)c2c1
Calculated total energy ... -960.32729 hartree
Energy above the lowest of the compared OMol25 structures with the same formula, charge and spin ... 105.35 kJ/mol
Total charge ... 0
Highest occupied orbital energy ... -8.0 eV

Cartesian coordinates (Å):
1 C -5.516 2.386 1.101
2 O -5.645 1.005 1.319
3 C -4.762 0.165 0.694
4 C -4.963 -1.201 0.973
5 C -4.163 -2.174 0.426
6 C -3.135 -1.768 -0.418
7 N -2.191 -2.491 -1.090
8 C -1.394 -1.629 -1.794
9 C -1.800 -0.340 -1.595
10 C -1.167 0.896 -2.143
11 C -0.357 1.626 -1.061
12 N 0.685 0.781 -0.531
13 C 2.003 1.043 -0.682
14 O 2.416 2.051 -1.217
15 C 2.911 -0.008 -0.054
16 C 4.267 -0.034 -0.757
17 C 5.215 -1.016 -0.077
18 C 5.391 -0.661 1.396
19 C 4.040 -0.648 2.103
20 C 3.096 0.342 1.428
21 C -2.918 -0.402 -0.707
22 C -3.745 0.574 -0.144
23 H -5.651 2.643 0.044
24 H -4.545 2.760 1.443
25 H -6.306 2.853 1.687
26 H -5.775 -1.458 1.634
27 H -4.329 -3.218 0.644
28 H -2.118 -3.494 -1.098
29 H -0.589 -1.997 -2.402
30 H -1.936 1.574 -2.519
31 H -0.503 0.634 -2.968
32 H 0.134 2.507 -1.477
33 H -1.021 1.931 -0.244
34 H 0.387 -0.097 -0.135
35 H 2.438 -0.994 -0.132
36 H 4.688 0.972 -0.733
37 H 4.129 -0.309 -1.805
38 H 6.182 -1.003 -0.582
39 H 4.810 -2.029 -0.158
40 H 5.850 0.327 1.477
41 H 6.057 -1.381 1.877
42 H 4.169 -0.374 3.153
43 H 3.602 -1.649 2.070
44 H 3.511 1.350 1.499
45 H 2.127 0.342 1.934
46 H -3.578 1.613 -0.377

For reference, the Löwdin charges in units of e are:
1 C -0.097
2 O -0.094
3 C -0.275
4 C -0.011
5 C -0.011
6 C -0.218
7 N 0.074
8 C -0.058
9 C -0.202
10 C -0.122
11 C -0.166
12 N 0.072
13 C -0.475
14 O 0.068
15 C -0.250
16 C -0.163
17 C -0.203
18 C -0.211
19 C -0.203
20 C -0.158
21 C -0.124
22 C 0.038
23 H 0.095
24 H 0.095
25 H 0.092
26 H 0.115
27 H 0.110
28 H 0.154
29 H 0.122
30 H 0.117
31 H 0.120
32 H 0.120
33 H 0.118
34 H 0.134
35 H 0.146
36 H 0.122
37 H 0.121
38 H 0.108
39 H 0.112
40 H 0.115
41 H 0.106
42 H 0.108
43 H 0.113
44 H 0.129
45 H 0.115
46 H 0.104